[1]
Molecular formula: C4H10N3O
Method: DFT, the ωB97M-V functional and the def2-TZVPD basis

```
! wB97M-V def2-TZVPD RIJCOSX def2/J DEFGRID3
* xyz 1 1
C 2.0484 -0.2696 0.7177
C -1.8026 -0.7948 -0.2176
C -3.3366 0.8531 0.4455
C 1.8246 0.8743 0.0603
N 1.7835 -1.5848 0.1135
N -0.7414 -1.2232 -0.3280
N 1.3595 1.0366 -1.2005
O -2.9790 -0.4094 -0.1341
H 2.3628 -0.2765 1.7437
H -4.1207 0.6571 1.1775
H -3.7277 1.4923 -0.3484
H -2.4831 1.3302 0.9263
H 2.0115 1.7883 0.6010
H 1.9671 -2.3417 0.7754
H 0.7337 -1.5937 -0.1449
H 1.2946 0.2574 -1.8322
H 1.4622 1.9435 -1.6269
H 2.3435 -1.7390 -0.7285
*
```

LUMO energy = -2.81 eV
Gap between HOMO and LUMO = 0.358 Eh
HOMO = -12.557 eV

=====

[2]
Molecular formula: C2F3NOS
Method: DFT, the ωB97M-V functional and the def2-TZVPD basis

```
! wB97M-V def2-TZVPD RIJCOSX def2/J DEFGRID3
* xyz 0 1
C 1.4923 0.6932 -0.6415
C -0.7393 -0.4977 0.7625
N 1.9862 1.4268 0.1057
O -0.6290 0.4705 -2.1279
F -0.9503 -1.8307 0.9782
F -1.7571 0.2812 0.8326
F 0.2171 -0.1376 1.6074
S 0.3802 -0.4059 -1.5169
*
```

LUMO energy (spin up / spin down) = -2.09 / -1.62 eV
Gap between HOMO and LUMO (spin up / spin down) = 0.297 / 0.312 Eh
HOMO (spin up / spin down) = -10.167 / -10.119 eV

=====

[3]
Molecular formula: C7H12O4Si
Method: DFT, the ωB97M-V functional and the def2-TZVPD basis

```
! wB97M-V def2-TZVPD RIJCOSX def2/J DEFGRID3
* xyz 0 1
O -1.1035 1.7427 1.9440
O 0.1115 0.0017 -2.8687
O 0.3339 -0.0473 1.8319
O -0.6759 -0.4526 -0.8337
C -0.6474 0.6700 2.3830
C -0.7436 -0.4722 -2.1827
C 2.2921 -1.0537 -1.3728
C 2.0402 -0.6678 -0.2031
C -1.1668 0.1895 3.8266
C -1.9181 -1.3527 -2.6799
C 0.9999 2.0158 -0.1690
Si 0.5161 0.1751 0.2003
H 3.0638 -1.8100 -1.4845
H 1.5776 -0.7531 -2.0753
H 2.5675 -1.0018 0.6525
H -2.0789 0.7178 4.0840
H -1.2220 -0.9320 3.8175
H -0.4004 0.4032 4.6432
H -2.8948 -0.8407 -2.3927
H -1.9707 -2.3421 -2.2581
H -1.9406 -1.3605 -3.7892
H 0.2922 2.8088 -0.0545
H 1.0396 1.9665 -1.2924
H 1.9282 2.3955 0.2737
*
```

LUMO energy = 0.63 eV
Gap between HOMO and LUMO = 0.385 Eh
HOMO = -9.855 eV

=====

[4]
Molecular formula: C7H8O
Method: DFT, the ωB97M-V functional and the def2-TZVPD basis

```
! wB97M-V def2-TZVPD RIJCOSX def2/J DEFGRID3
* xyz 0 1
C -1.8652 1.0353 1.0774
C -0.6578 0.3417 0.4231
C 0.1187 0.9181 -0.5805
C 1.5617 0.3663 -0.9174
C 1.8136 -0.9500 -0.9295
C 0.3007 -1.5157 -0.5576
C -0.0422 -0.9133 0.6508
H -2.8177 0.6881 0.7447
H -1.9509 2.0606 1.0980
H -1.6467 0.7352 2.1553
H -0.2418 1.9850 -0.9068
H 2.1979 1.0552 -1.4138
H 2.8826 -1.4400 -1.1690
H -0.0544 -0.9655 -1.5112
H 0.7988 -0.9887 1.4624
O -0.3975 -2.4124 0.3740
*
```

LUMO energy = 0.46 eV
Structure (SMILES) = CC1=CC=C[C@H]2O[C@H]12
Gap between HOMO and LUMO = 0.345 Eh
HOMO = -8.935 eV

=====

[5]
Molecular formula: C7H14
Method: DFT, the ωB97M-V functional and the def2-TZVPD basis

```
! wB97M-V def2-TZVPD RIJCOSX def2/J DEFGRID3
* xyz 0 1
C -0.2656 3.2365 1.0313
C -0.9421 3.5107 1.9484
C 0.2917 -1.0471 2.2898
C -0.2710 -0.4428 0.9053
C 0.5032 -0.8720 -0.3282
C -0.0615 -0.4907 -1.6224
C 0.3975 -0.8827 -2.9705
H 0.0161 3.1116 -0.1077
H -1.5249 3.7978 2.8630
H 0.1639 -2.0880 2.3430
H 1.4719 -0.9515 2.2820
H -0.2178 -0.6473 3.1668
H -0.6025 0.6634 1.0794
H -1.2522 -1.1058 0.7446
H 1.5899 -0.5171 -0.1800
H 0.5099 -1.9631 -0.3871
H -0.3357 0.4345 -1.3214
H -1.0437 -0.8511 -1.5692
H 0.6608 -2.0131 -3.0496
H -0.4984 -0.7074 -3.6880
H 1.4105 -0.1748 -3.4296
*
```

LUMO energy = 1.08 eV
Structure (SMILES) = CCCCC.C#C
Gap between HOMO and LUMO = 0.423 Eh
HOMO = -10.438 eV

=====

[6]
Molecular formula: C6H8N2O
Method: DFT, the ωB97M-V functional and the def2-TZVPD basis

```
! wB97M-V def2-TZVPD RIJCOSX def2/J DEFGRID3
* xyz 0 1
C 2.5940 0.5808 0.1554
C 0.8730 -2.2920 -0.3479
C 1.5927 -0.4165 0.5146
C 0.1785 -0.2166 -0.0923
C -0.7873 0.3886 0.9461
C 0.0533 0.3949 -1.4800
N 3.3145 1.4718 0.0341
N 1.8976 -1.7205 0.1522
O -0.2149 -1.5840 -0.3791
H 0.8562 -3.3504 -0.6722
H 1.7959 -0.2031 2.0181
H -1.7877 -0.0074 0.7584
H -1.0286 1.4204 0.8214
H -0.6149 0.2426 1.9213
H -0.9679 0.4036 -1.8225
H 0.6361 -0.1710 -2.1687
H 0.3864 1.4688 -1.6514
*
```

LUMO energy = 0.32 eV
Gap between HOMO and LUMO = 0.374 Eh
HOMO = -9.865 eV

=====

[7]
Molecular formula: C5H10N2O
Method: DFT, the ωB97M-V functional and the def2-TZVPD basis

```
! wB97M-V def2-TZVPD RIJCOSX def2/J DEFGRID3
* xyz -1 2
C -0.3920 1.8285 -2.0448
C -1.2570 0.5905 -1.8037
C -0.8752 -0.2515 -0.6322
C 0.1902 -0.1548 0.2170
N 0.0756 -1.2124 1.0664
C -1.0375 -1.8902 0.7225
N -1.6380 -1.3464 -0.3136
H -0.9604 2.7359 -1.8207
H -0.0663 1.9165 -3.0749
H 0.4434 1.8776 -1.3463
H -2.3006 0.8831 -1.6956
H -1.2552 -0.0541 -2.6836
H 0.9712 0.5780 0.2323
H 0.6724 -1.4311 1.8613
H -1.2747 -2.8300 1.1848
H 2.9003 0.1048 2.7466
H 2.9808 -1.1546 3.7096
O 2.8230 -0.1898 3.6748
*
```

LUMO energy (spin up / spin down) = 3.64 / 3.59 eV
Gap between HOMO and LUMO (spin up / spin down) = 0.109 / 0.326 Eh
HOMO (spin up / spin down) = 0.663 / -5.279 eV

=====

[8]
Molecular formula: C18H20N4S2
Method: DFT, the ωB97M-V functional and the def2-TZVPD basis

```
! wB97M-V def2-TZVPD RIJCOSX def2/J DEFGRID3
* xyz 0 1
S -1.2384 2.3556 -4.5148
N 0.9812 -0.5794 -3.5713
S 1.7615 -2.8505 0.4124
C -0.3123 1.1493 -3.8954
C 0.2315 -0.4233 -2.5400
C 1.3870 -0.3452 -0.0089
C 0.7820 -0.9198 -1.2543
C 1.8506 -1.1178 1.0183
C 1.0582 -2.2290 -1.1031
C 3.3821 -0.7094 4.9935
C 2.2694 0.0177 4.6388
C 3.9878 -1.5468 4.0914
C 1.8527 -0.0217 3.3123
C 3.5586 -1.6086 2.7431
C 2.4034 -0.8669 2.3745
N 0.7012 -3.0826 -2.1962
N 0.6412 0.3440 -4.4150
N -0.8038 0.4825 -2.8288
C -3.2410 1.3545 0.6977
C -2.4506 2.5256 -0.0113
C -3.8223 0.4680 -0.4584
C -1.2558 1.9244 -0.8624
C -2.5854 -0.1043 -1.1688
C -1.8187 0.9466 -1.8548
H 1.4969 0.6854 0.1382
H 3.7041 -0.6051 6.0384
H 1.7640 0.6626 5.3832
H 4.7521 -2.1975 4.4844
H 0.9787 0.4821 3.0087
H 4.0327 -2.2836 2.0142
H 0.7995 -2.5639 -3.1311
H 1.2257 -3.9194 -2.2209
H 1.0480 0.4163 -5.3617
H -3.9872 1.8762 1.3733
H -2.6355 0.7648 1.3635
H -2.1435 3.1081 0.8452
H -3.1111 3.1804 -0.6173
H -4.4648 1.1305 -1.0311
H -4.3448 -0.3777 -0.0639
H -0.6422 2.7964 -1.2395
H -0.5547 1.5463 -0.1379
H -2.8246 -1.0113 -1.6824
H -1.9150 -0.5300 -0.3965
H -2.4986 1.6766 -2.3653
*
```

LUMO energy = 0.49 eV
Structure (SMILES) = Nc1sc(-c2ccccc2)cc1-c1n[nH]c(=S)n1C1CCCCC1
Gap between HOMO and LUMO = 0.303 Eh
HOMO = -7.739 eV

=====

[9]
Molecular formula: C6H11N
Method: DFT, the ωB97M-V functional and the def2-TZVPD basis

```
! wB97M-V def2-TZVPD RIJCOSX def2/J DEFGRID3
* xyz 0 1
C -1.5956 -1.7488 -2.0851
C -1.4176 -0.8906 -0.8300
N -0.7434 0.8694 1.3074
C 0.2598 0.3627 0.4674
C -0.0090 -0.4084 -0.5988
C 2.4793 1.4533 1.0498
C 1.5672 0.4968 1.1836
H -2.5875 -2.2033 -2.0654
H -0.7663 -2.4424 -2.1763
H -1.7384 -1.1440 -2.9849
H -2.0945 -0.0264 -0.9162
H -1.8665 -1.4154 0.0181
H -1.6927 0.5838 1.1273
H -0.6868 1.8512 1.5243
H 0.6210 -0.4331 -1.4785
H 3.3041 1.5740 1.7513
H 2.5487 2.2370 0.2964
H 1.9672 -0.4974 1.3913
*
```

LUMO energy = 1.10 eV
Structure (SMILES) = C=C/C(N)=C/CC
Gap between HOMO and LUMO = 0.330 Eh
HOMO = -7.889 eV

=====

[10]
Molecular formula: C24H21Cl3I2N3Tm
Method: DFT, the ωB97M-V functional and the def2-TZVPD basis

```
! wB97M-V def2-TZVPD RIJCOSX def2/J DEFGRID3
* xyz 2 3
Tm 0.1357 0.1361 -0.4485
C -0.5972 -1.1688 4.1216
C -1.8976 -0.6456 4.3004
C -2.5790 -0.2137 3.1767
C -1.9689 -0.3335 1.9179
N -0.6316 -0.6574 1.7714
C -0.0266 -1.1892 2.8754
C -2.7632 -0.1625 0.7177
C -4.1308 0.0592 0.7152
C -4.7462 0.1000 -0.5514
C -4.0834 -0.2356 -1.7207
C -2.6978 -0.4291 -1.6354
N -2.0744 -0.2937 -0.4304
C -1.8357 -0.6833 -2.7724
C -2.3800 -0.8129 -4.0587
C -1.6054 -1.2943 -5.0808
C -0.2522 -1.6051 -4.8534
C 0.2525 -1.4254 -3.5812
N -0.4844 -0.8724 -2.5399
H -0.0470 -1.5155 4.9839
H -2.3464 -0.5566 5.2636
H -3.5873 0.2241 3.3031
H 0.9526 -1.5983 2.7723
H -4.7024 0.2799 1.6256
H -5.7613 0.4974 -0.6482
H -4.6515 -0.2083 -2.6669
H -3.4319 -0.5295 -4.2157
H -2.0306 -1.3539 -6.0961
H 0.3897 -1.9459 -5.6543
H 1.2619 -1.7194 -3.4025
I -0.4628 2.8462 1.9000
C -1.5244 3.4937 0.1602
I -0.5819 2.8150 -1.7790
H -1.4620 4.5860 0.1516
H -2.5548 3.0984 0.2778
Cl 2.2795 -1.7528 0.1364
C 3.0953 -0.7717 1.4598
C 3.8183 -1.3420 2.5073
C 4.1655 -0.5611 3.6467
C 3.8170 0.7844 3.7047
C 3.1284 1.3696 2.6484
C 2.8567 0.6325 1.4477
C 2.2765 1.3037 0.3078
H 4.1818 -2.3960 2.4423
H 4.7603 -0.9866 4.4623
H 4.1098 1.3772 4.5653
H 2.7780 2.4128 2.7176
H 2.7257 0.9639 -0.6127
H 2.1710 2.3756 0.4175
Cl 2.3853 1.0080 -3.1657
C 3.9145 0.0322 -3.6209
Cl 3.6743 -1.6702 -3.1526
H 4.7379 0.4360 -3.0882
H 4.0304 0.0984 -4.7225
*
```

LUMO energy (spin up / spin down) = -7.10 / -7.09 eV
Gap between HOMO and LUMO (spin up / spin down) = 0.180 / 0.180 Eh
HOMO (spin up / spin down) = -12.004 / -11.996 eV

=====

[11]
Molecular formula: C31H81N7O12
Method: DFT, the ωB97M-V functional and the def2-TZVPD basis

```
! wB97M-V def2-TZVPD RIJCOSX def2/J DEFGRID3
* xyz 0 1
C -17.3695 11.5939 13.1515
O -17.3338 12.6098 13.8859
N -16.3067 11.0782 12.6287
N -18.3396 10.8153 12.8544
H -15.3972 11.4267 12.8959
H -16.5791 10.3825 11.9491
H -18.1207 9.9215 12.4382
H -19.1931 10.9635 13.3738
C -23.8817 13.2290 19.7100
O -23.3922 14.4319 20.3486
C -22.0394 14.8448 19.9402
C -21.0619 13.8057 20.4608
N -21.1175 13.8549 21.9376
C -20.3218 12.7908 22.6169
C -20.3864 12.7821 24.0744
O -21.8230 12.4097 24.4486
C -22.0045 12.4237 25.8805
H -24.9523 13.1779 19.9083
H -23.4462 12.2857 20.0395
H -23.6209 13.3065 18.6545
H -21.7770 15.8603 20.2367
H -22.0387 14.7763 18.8523
H -20.0957 14.0877 20.0423
H -21.2808 12.8395 20.0063
H -22.0911 13.8421 22.2060
H -19.3076 12.7859 22.2176
H -20.6980 11.8545 22.2045
H -19.9727 13.7027 24.4860
H -19.8148 11.9465 24.4783
H -22.1849 11.4116 26.2428
H -22.9916 12.8798 25.9560
H -21.3079 13.0099 26.4799
C -12.8217 14.6156 13.1960
O -12.7056 13.6294 12.1227
C -11.7659 13.9023 11.0853
C -12.0326 15.0962 10.1891
N -12.9014 14.8398 9.0388
C -13.3534 16.0537 8.3101
C -14.7938 15.8126 7.6915
O -15.6199 15.3203 8.7745
C -16.9642 14.9552 8.5705
H -13.1231 15.6120 12.8727
H -11.9279 14.6969 13.8146
H -13.6313 14.4296 13.9016
H -11.6820 12.9508 10.5603
H -10.7837 13.9553 11.5551
H -11.0203 15.3379 9.8653
H -12.4439 15.9179 10.7755
H -13.7200 14.3901 9.4232
H -12.6067 16.2541 7.5418
H -13.3217 17.0000 8.8502
H -14.8676 14.9613 7.0147
H -15.2237 16.6808 7.1919
H -17.4010 14.4566 9.4358
H -17.0657 14.3798 7.6503
H -17.5262 15.8783 8.4287
C -25.6861 17.9656 15.1574
O -24.4068 18.4717 14.6755
C -24.2792 19.8013 14.2699
C -24.5212 20.8444 15.3724
N -23.4404 20.9131 16.2888
C -23.6130 21.8689 17.3525
C -22.3410 22.0386 18.2556
O -22.5811 23.0474 19.2039
C -21.5518 22.9619 20.2101
H -26.0822 18.3358 16.1030
H -25.6579 16.8779 15.2228
H -26.4711 18.2995 14.4789
H -24.8243 19.9428 13.3366
H -23.2369 19.7757 13.9522
H -25.4058 20.4960 15.9053
H -24.7139 21.7794 14.8464
H -23.1919 20.0505 16.7516
H -24.3929 21.6679 18.0869
H -23.7631 22.8633 16.9320
H -21.4829 22.1680 17.5961
H -22.2108 21.0692 18.7366
H -20.6102 23.0903 19.6763
H -21.6202 22.0572 20.8143
H -21.5279 23.7581 20.9542
C -16.6651 26.9017 6.7645
O -16.9916 26.1663 7.9465
C -16.2364 26.4559 9.1030
C -15.1320 25.4748 9.3770
N -15.8221 24.2154 9.6787
C -14.8456 23.1835 10.0347
C -15.4308 21.8881 10.4676
O -16.1927 21.9591 11.6748
C -16.9963 20.7550 11.8727
H -17.4136 26.6720 6.0062
H -15.7076 26.8342 6.2481
H -16.7671 27.9738 6.9327
H -16.9447 26.6966 9.8957
H -15.7000 27.3913 8.9438
H -14.6993 25.7493 10.3391
H -14.4173 25.4060 8.5569
H -16.5534 23.8602 9.0794
H -14.1604 23.5405 10.8036
H -14.2205 22.9781 9.1657
H -14.5836 21.2209 10.6257
H -16.0364 21.4581 9.6698
H -17.3321 20.7126 12.9089
H -16.2453 19.9706 11.9669
H -17.6922 20.6050 11.0473
C -28.3938 11.4138 5.8863
O -27.4027 11.4688 6.8680
C -27.7561 10.8957 8.1136
C -26.7328 10.9319 9.2097
N -27.2311 10.2460 10.3621
C -26.6752 10.7483 11.6128
C -27.5398 10.3739 12.8396
O -28.8998 10.8624 12.7146
C -29.6154 10.5145 13.8557
H -27.9188 11.7933 4.9816
H -29.2173 12.0839 6.1332
H -28.6698 10.3844 5.6576
H -28.1093 9.8720 7.9891
H -28.6125 11.4729 8.4618
H -26.4682 11.9705 9.4082
H -25.9217 10.3357 8.7917
H -28.2345 10.3613 10.3628
H -26.6134 11.8314 11.5070
H -25.6279 10.4546 11.6826
H -27.0369 10.6462 13.7675
H -27.4770 9.2867 12.8854
H -29.7917 9.4778 14.1423
H -30.6304 10.8782 13.6955
H -29.2428 11.0853 14.7063
O -21.9938 14.4890 12.3819
H -22.7431 15.0188 12.6542
H -21.2389 14.9134 12.7897
*
```

LUMO energy = 0.35 eV
Structure (SMILES) = COCCNCCOC.COCCNCCOC.COCCNCCOC.COCCNCCOC.COCCNCCOC.NC(N)=O.O
Gap between HOMO and LUMO = 0.321 Eh
HOMO = -8.392 eV

=====

[12]
Molecular formula: C6H13N2
Method: DFT, the ωB97M-V functional and the def2-TZVPD basis

```
! wB97M-V def2-TZVPD RIJCOSX def2/J DEFGRID3
* xyz 1 1
C -0.4293 1.5487 -1.6105
C -0.3460 2.1290 -2.7958
C 1.1433 -0.1044 -1.7288
N 0.6115 0.7998 -1.0146
H -1.2988 1.7048 -0.9800
H 0.5366 2.0728 -3.4218
H -1.1838 2.7235 -3.1339
H 2.0324 -0.6085 -1.3519
H 0.7672 -0.3554 -2.7199
C -0.1478 0.3299 2.3359
C -0.3984 -0.9583 1.6222
C -1.3524 -1.3013 0.7944
N 0.7078 -1.9561 1.8251
H -1.0949 0.8530 2.4564
H 0.3086 0.1728 3.3157
H 0.4891 0.9489 1.7011
H -1.3471 -2.2528 0.2807
H -2.1892 -0.6415 0.6102
H 0.8021 -2.2359 2.8034
H 1.5985 -1.5443 1.5246
H 0.5511 -2.7947 1.2572
*
```

LUMO energy = -3.63 eV
Gap between HOMO and LUMO = 0.320 Eh
HOMO = -12.335 eV

=====

Calculated energy above the lowest of the compared OMol25 structures with the same formula, charge and spin, 1.279; 1.378; 1.400; 6.849; 5.395; 2.838; 0.000; 2.972; 2.697; 0.000; 4.504; 2.525 eV (same order as the records).